No. 1
ORCA calculation (ωB97M-V/def2-TZVPD) on C7H12BNO4 in the gas phase in a non-equilibrium geometry.

```
25
Properties=species:S:1:pos:R:3:forces:R:3
C 0.876008 -2.537951 -0.840097 0.06 -0.02 -0.30
O 1.497005 -1.296715 -0.459709 -1.19 -0.03 0.32
B 0.989440 -0.754708 0.710097 0.26 -0.60 0.79
O 1.423274 -1.299108 1.923090 0.01 0.94 -0.89
C -0.020819 0.491445 0.770868 1.03 -0.03 -1.23
C -1.519279 0.330865 0.311645 -0.46 0.07 1.64
C -2.097027 -1.054281 0.023358 -0.38 0.36 -1.11
O -1.758607 1.311023 -0.702453 0.24 -0.21 -0.87
C -0.842858 2.358774 -0.427622 0.85 -0.76 1.82
C 0.483672 1.528560 -0.278525 -2.47 0.22 -0.44
O 1.644673 2.292894 0.106446 0.40 0.10 -0.69
C 2.679052 1.967646 -0.632582 -1.39 -0.37 1.46
N 3.527112 1.425768 -1.176917 1.03 0.14 -0.79
H 1.655498 -3.215303 -1.212200 -0.23 0.10 0.34
H 0.323139 -2.968111 0.013291 0.36 -0.13 -0.38
H 0.160235 -2.378846 -1.667432 0.30 0.06 0.34
H 1.372839 -0.564702 2.550556 -0.22 -0.55 0.36
H -0.073864 0.959924 1.767341 0.38 -0.05 -0.32
H -2.128433 0.675370 1.176954 0.38 -0.07 -0.17
H -2.020151 -1.741869 0.877025 0.21 0.38 -0.16
H -1.680619 -1.524502 -0.879677 0.03 0.14 0.37
H -3.173868 -0.911149 -0.182722 0.40 -0.12 0.12
H -0.840955 3.199130 -1.126359 -0.27 -0.48 -0.05
H -1.059293 2.643758 0.627555 0.00 0.92 -0.67
H 0.583828 1.062089 -1.271931 0.66 -0.01 0.51
```
Forces are in eV/Å.

Summary:
- Energy above the lowest of the compared OMol25 structures with the same formula, charge and spin: 60.3 kcal per mole
- SMILES: COB(O)[C@@H]1[C@H](C)OC[C@H]1OC#N
- Gap between HOMO and LUMO: 10.62 eV
- E: -654.49850 Eh
- Total charge: 0

Atom charges from the Mulliken analysis, given in e for atoms 1 to 2: -0.68, -0.51

No. 2
ORCA calculation (ωB97M-V/def2-TZVPD) on 2 unconnected molecules or ions with the total composition C7H12BrN2 in a non-equilibrium geometry.

```
22
Properties=species:S:1:pos:R:3:forces:R:3
C -0.138777 0.624447 -2.860650 0.16 1.74 -0.58
C -0.543713 1.571651 -1.977451 -2.41 0.33 -0.03
C 0.277749 -0.622289 -2.452671 0.75 -2.53 0.12
C -0.707712 1.212990 -0.516985 0.77 -0.03 1.77
C -0.209112 -0.252409 -0.196291 1.07 1.84 -3.75
C -0.739774 -2.070920 1.462622 0.75 0.56 1.93
C 1.235528 -0.440471 1.758014 0.83 -1.54 -0.48
N 0.368324 -0.970736 -1.124438 -1.53 -0.11 1.47
N -0.178895 -0.665003 1.208135 -0.36 0.28 0.28
Br 1.755873 4.575443 2.359695 -0.02 -0.05 -0.02
H -0.084008 0.977180 -3.885969 -0.11 -0.67 -0.12
H -1.134670 2.466644 -2.402897 1.49 -1.20 1.06
H 0.468390 -1.490363 -3.163874 0.03 1.53 0.99
H -0.091236 2.019400 0.078673 -1.09 -1.48 -0.55
H -1.754687 1.238996 -0.122703 0.51 0.58 -0.52
H -1.731233 -2.191343 1.020249 0.08 0.38 0.41
H -0.082385 -2.748485 0.967930 0.55 -0.48 -0.29
H -0.654797 -2.223029 2.613916 -0.56 0.16 -2.16
H 1.990336 -0.567214 0.919654 -1.10 -0.75 1.10
H 1.363514 0.572917 1.973862 -0.31 1.76 0.62
H 1.436541 -1.030522 2.696933 -0.33 0.37 -1.29
H -0.845254 0.013117 1.644245 0.82 -0.69 0.04
```
Forces are in eV/Å.

Summary:
- Energy above the lowest of the compared OMol25 structures with the same formula, charge and spin: 69.9 kcal per mole
- Gap between HOMO and LUMO (alpha / beta): 9.55 / 5.05 eV
- E: -2957.06070 Eh
- Total charge: +1

Atom charges from the Mulliken analysis, given in e for atoms 1 to 2: -0.06, -0.66

No. 3
ORCA calculation (ωB97M-V/def2-TZVPD) on C7H12BrN3Si in the gas phase in a non-equilibrium geometry.

```
24
Properties=species:S:1:pos:R:3:forces:R:3
C 3.915685 1.589422 -0.247422 0.13 0.82 0.02
C 1.580455 1.927652 0.028988 -0.57 -0.31 0.58
C 1.045381 0.749148 -0.044193 1.33 -3.79 -0.32
C 3.922377 0.143127 -0.172843 0.52 -1.60 -0.56
C 0.192665 -2.120030 0.951064 -2.77 0.54 2.90
C -0.618384 -0.904835 -1.840017 -2.67 -1.33 -2.00
C -1.901593 0.222979 0.792009 2.25 -0.62 -0.79
N 2.900518 2.304140 -0.112883 -0.80 1.39 -0.40
N 3.022814 -0.677814 -0.327736 -1.61 1.54 0.65
N 0.777398 3.023313 0.256867 2.10 2.30 0.10
Si -0.303686 -0.590394 -0.040739 -0.54 0.38 0.44
Br 5.851479 -0.547427 0.023027 -0.64 0.30 -0.07
H 4.750874 2.237810 -0.476283 0.90 -0.85 0.18
H 0.291074 -1.932173 2.089682 -0.42 0.35 -1.61
H -0.501663 -3.002285 0.959503 0.14 0.99 -0.51
H 1.106948 -2.522173 0.785367 3.02 -0.98 -1.27
H -0.943349 -0.064222 -2.469629 0.65 0.47 0.54
H 0.088961 -1.454144 -2.424127 1.47 0.11 0.02
H -1.480446 -1.590765 -2.207325 0.62 0.68 1.70
H -1.600846 0.634934 1.756277 -0.31 0.00 0.00
H -2.312771 0.968060 0.126525 -0.23 0.24 -0.01
H -2.560630 -0.621286 0.896782 -0.53 -0.16 0.24
H -0.008727 2.972886 0.850063 -0.92 -0.58 0.56
H 1.478631 3.687153 0.640494 -1.12 0.12 -0.42
```
Forces are in eV/Å.

Summary:
- Energy above the lowest of the compared OMol25 structures with the same formula, charge and spin: 22.7 kcal per mole
- Gap between HOMO and LUMO (alpha / beta): 7.21 / 7.63 eV
- E: -3301.55102 Eh
- Total charge: 0

Atom charges from the Mulliken analysis, given in e for atoms 1 to 2: -0.15, 1.48

No. 4
ORCA calculation (ωB97M-V/def2-TZVPD) on a gas-phase ion, C7H12ClNOP (charge +1) in a non-equilibrium geometry.

```
23
Properties=species:S:1:pos:R:3:forces:R:3
C -1.809964 -2.311852 -0.710414 -3.31 -0.24 1.46
N -1.710881 -1.149389 0.147215 1.41 -0.53 -0.03
C -0.646778 -0.495225 0.489092 -0.84 -0.11 -0.54
C 0.762224 -0.798383 0.261020 0.48 -0.87 -1.37
C 1.532887 0.402340 -0.291359 0.52 1.22 -0.48
C 1.225733 1.655310 0.592612 -1.50 -2.73 1.96
C -0.308017 1.951009 0.699793 1.26 0.46 1.26
C -0.992001 0.710692 1.302045 1.32 -0.68 -0.88
O -2.385571 0.650745 1.486694 0.56 1.99 1.27
P -3.150461 -0.460981 0.759603 -3.12 0.54 -3.04
Cl -3.514704 0.606922 -1.383290 0.31 -1.15 2.16
H -2.576532 -3.049854 -0.329864 1.02 0.79 0.01
H -0.908006 -2.736235 -0.828896 3.08 -1.66 -0.37
H -2.200364 -1.994559 -1.624963 -0.46 0.65 -1.65
H 1.167341 -0.804582 1.264927 0.23 -0.98 0.41
H 0.982664 -1.719507 -0.370678 -0.44 1.01 1.23
H 2.623905 0.102905 -0.184997 -1.28 0.66 -0.48
H 1.276931 0.654356 -1.376196 0.44 -0.56 1.37
H 1.496307 1.485828 1.654197 0.75 -0.03 -0.59
H 1.729709 2.465874 0.209740 1.04 1.99 -0.66
H -0.492676 2.833225 1.360559 0.12 -0.69 -0.65
H -0.464249 2.200599 -0.312999 -1.76 0.09 -1.11
H -0.547203 0.398529 2.242659 0.16 0.84 0.71
```
Forces are in eV/Å.

Summary:
- Energy above the lowest of the compared OMol25 structures with the same formula, charge and spin: 0.0 kcal per mole
- SMILES: C[N+]1=C2CCCC[C@H]2OP1Cl
- Gap between HOMO and LUMO: 9.20 eV
- E: -1205.22748 Eh
- Total charge: +1

Atom charges from the Mulliken analysis, given in e for atoms 1 to 2: -1.02, 0.19

No. 5
ORCA calculation (ωB97M-V/def2-TZVPD) on a molecular structure, C7H12EuO3 in a non-equilibrium geometry.

```
23
Properties=species:S:1:pos:R:3:forces:R:3
C 0.800647 -0.407359 -3.251073 -0.26 0.19 -0.01
C 1.304902 -1.549150 -2.702033 0.11 -0.18 0.06
H 1.040841 0.569352 -2.825371 -0.19 -0.25 -0.05
H 0.233609 -0.443332 -4.183521 -0.01 0.02 0.29
H 1.972150 -1.502594 -1.838612 -0.36 -0.05 -0.08
H 1.159293 -2.513641 -3.192851 -0.15 0.19 0.23
H 0.019179 -1.073569 -2.272570 0.59 0.07 -0.30
O 0.849353 2.996170 3.789496 0.47 0.39 0.57
C 0.916601 1.960524 3.061206 1.67 0.47 1.05
O 1.977476 1.264993 3.062941 0.56 -0.05 0.24
O -0.116682 1.653496 2.319088 -0.59 -0.02 -0.32
C -0.036510 0.484826 1.487131 0.22 -0.21 0.11
C -1.393226 0.299741 0.830739 -0.42 0.18 0.16
C -1.493806 -0.983146 0.073004 0.59 -0.22 -0.74
C -1.913588 -1.099523 -1.201637 -0.71 -0.10 0.52
Eu 3.200203 2.902064 4.895071 -2.26 -0.79 -1.65
H 0.223553 -0.380009 2.111223 0.00 0.17 -0.17
H 0.755997 0.635376 0.742633 -0.09 -0.05 0.15
H -1.635150 1.155728 0.186351 0.03 -0.19 0.19
H -2.156753 0.256307 1.627616 0.22 0.13 -0.19
H -1.162541 -1.885733 0.599065 -0.19 0.20 -0.09
H -2.149584 -2.083756 -1.613089 0.34 0.17 0.02
H -2.395963 -0.256766 -1.704806 0.40 -0.06 0.02
```
Forces are in eV/Å.

Summary:
- Gap between HOMO and LUMO (alpha / beta): 7.99 / 8.22 eV
- E: -1209.30916 Eh
- <S²>: 15.7595
- Total charge: +2
- Spin multiplicity: 8

Atom charges from the Mulliken analysis, given in e for atoms 1 to 2: -0.25, -0.29

No. 6
ORCA calculation (ωB97M-V/def2-TZVPD) on 2 unconnected molecules or ions with the total composition C7H12F2N2Si in a non-equilibrium geometry.

```
24
Properties=species:S:1:pos:R:3:forces:R:3
C -2.892757 -1.697405 -0.486185 1.23 1.49 0.69
C -2.263850 -0.894736 0.471207 -1.26 -1.52 -0.37
C -2.528889 0.252183 -1.425825 -2.45 -4.22 0.23
C 1.135369 -1.690226 -0.109056 -0.79 0.50 0.34
C 2.328302 0.653588 1.924696 2.58 2.66 0.34
C 2.412573 0.955336 -1.445501 0.92 1.47 1.50
C -1.435712 1.383854 0.448308 1.09 -0.59 0.72
N -3.069401 -0.977176 -1.650087 0.75 0.28 -0.15
N -2.198985 0.300021 -0.157001 2.75 2.94 2.93
F -1.840305 2.565688 -0.042800 -0.08 -0.05 -0.27
F -1.700743 1.415740 1.811734 0.07 -0.19 -1.00
Si 1.846771 0.104116 0.160876 -1.46 -0.85 0.53
H -3.069982 -2.734952 -0.285716 -0.52 -0.29 -0.66
H -1.915922 -1.074484 1.508580 -0.46 0.36 -1.07
H -2.520484 1.061917 -2.067783 0.02 1.31 -1.12
H 1.461697 -2.168968 -1.077329 -0.38 0.51 1.12
H 1.247245 -2.374173 0.768801 0.52 0.52 -0.73
H -0.000773 -1.560759 -0.089050 1.33 -0.04 -0.56
H 3.259944 0.314423 2.447004 -0.40 -0.80 -0.99
H 2.746809 1.755453 1.798456 -1.25 -1.69 -0.08
H 1.685090 0.734205 2.810913 -0.77 -0.24 -0.93
H 2.837664 1.984614 -1.261169 -0.53 -0.96 0.16
H 3.043903 0.564362 -2.233519 0.03 -0.83 0.21
H 1.432443 1.127374 -1.819560 -0.91 0.24 -0.85
```
Forces are in eV/Å.

Summary:
- Energy above the lowest of the compared OMol25 structures with the same formula, charge and spin: 124.2 kcal per mole
- Gap between HOMO and LUMO (alpha / beta): 5.91 / 7.73 eV
- E: -872.50715 Eh
- Total charge: 0

Atom charges from the Mulliken analysis, given in e for atoms 1 to 2: -0.28, -0.47

- Which of these has the highest E?
  C7H12BNO4